{
  "formula": "C17H24BrFN4O2S",
  "method": "wB97M-V/def2-TZVPD",
  "species": ["O", "O", "F", "Br", "S", "C", "C", "C", "C", "C", "C", "C", "C", "C", "C", "N", "N", "N", "N", "C", "C", "C", "C", "C", "C", "C", "H", "H", "H", "H", "H", "H", "H", "H", "H", "H", "H", "H", "H", "H", "H", "H", "H", "H", "H", "H", "H", "H", "H", "H"],
  "coordinates": [[0.43313, 4.68435, -0.01146], [0.54260, 0.20023, 2.03728], [-0.70315, -4.53126, 2.27611], [1.77156, -5.00711, -2.34931], [3.22681, -0.91012, -0.39474], [0.40735, 3.50519, 0.30041], [1.49677, 0.86899, 1.66629], [-2.71140, -1.19554, 0.34647], [-2.07410, -1.35413, -0.86784], [0.36020, -4.66132, 0.13611], [-0.24339, -3.08154, -1.60573], [-0.54628, -4.06015, 1.01654], [0.51891, -4.17577, -1.17055], [-1.15037, -2.47792, -0.72837], [-1.28606, -2.96334, 0.56742], [-2.22455, -2.17158, 1.20730], [2.36857, 1.28859, 2.59275], [-1.58667, 1.37605, -3.43838], [1.42119, 2.71672, -0.05426], [-0.76985, 2.96785, 1.08842], [-3.74054, -0.17353, 0.74205], [3.52876, 2.16688, 2.44402], [-2.30389, -0.56244, -2.13207], [-1.27120, 0.55096, -2.26559], [2.91809, 0.87132, -0.50852], [1.60034, 1.27904, 0.17751], [3.30771, -1.00441, 0.93786], [0.94683, -5.50949, 0.47186], [-0.12589, -2.70567, -2.61609], [-2.49158, -2.27714, 2.18428], [2.16101, 0.95705, 3.52358], [-0.95403, 2.17294, -3.51453], [-1.57753, 0.82019, -4.29378], [2.13646, 3.18943, -0.58230], [-1.59332, 3.67603, 1.01206], [-0.48290, 2.85873, 2.13231], [-1.08831, 2.00621, 0.69551], [-4.67782, -0.67090, 1.00729], [-3.38655, 0.39645, 1.60632], [-3.93855, 0.52884, -0.07173], [3.82042, 2.55034, 3.42326], [3.29412, 3.01657, 1.80126], [4.37215, 1.61105, 2.03131], [-3.30500, -0.12339, -2.12159], [-2.25273, -1.22856, -2.99820], [-0.26874, 0.11949, -2.36067], [-1.29155, 1.17541, -1.36907], [2.85820, 1.13421, -1.56588], [3.75975, 1.41036, -0.07759], [0.79499, 0.74582, -0.32737]],
  "forces_ev_per_angstrom": [[0.098, 0.279, -0.099], [-0.023, -0.264, -0.487], [0.027, 0.189, -0.358], [-0.295, 0.200, 0.307], [0.009, -0.127, -0.386], [-1.482, 1.459, 0.358], [-1.171, -0.140, -0.044], [0.840, -0.331, -0.923], [-0.148, -0.372, 0.141], [-0.223, -0.032, 0.633], [0.619, -0.632, -0.223], [0.520, -0.011, -1.056], [-0.966, 1.044, 0.107], [-0.093, 0.405, -0.599], [-0.454, 0.170, 1.079], [-0.332, -0.150, 0.813], [1.172, 0.777, 0.369], [-0.055, 0.228, 0.185], [1.180, -1.504, 0.101], [0.238, -0.173, -0.328], [0.294, -0.448, 0.165], [-0.165, -0.268, -0.156], [0.232, -0.101, 0.760], [-0.106, 0.142, -0.860], [-0.250, -0.045, 0.711], [0.208, 0.314, -0.313], [-0.024, 0.138, 0.079], [-0.107, 0.085, 0.047], [0.026, -0.054, 0.051], [0.191, 0.100, -0.608], [-0.107, -0.018, -0.152], [-0.214, -0.418, -0.193], [0.194, 0.322, 0.290], [0.061, 0.126, -0.020], [0.215, 0.047, -0.028], [-0.054, -0.165, 0.079], [-0.024, -0.249, 0.214], [0.012, 0.133, 0.041], [-0.104, -0.017, -0.038], [0.108, -0.198, 0.089], [-0.125, -0.080, -0.112], [0.038, -0.059, 0.045], [0.132, 0.144, 0.010], [0.095, 0.016, -0.076], [0.001, 0.029, -0.018], [0.096, -0.190, 0.308], [-0.039, 0.022, -0.087], [-0.004, -0.186, 0.009], [0.005, 0.080, -0.089], [-0.049, -0.216, 0.263]],
  "mulliken_charge": [-0.69, -0.63, -0.32, -0.20, -0.20, 0.65, -0.25, 0.15, 0.60, -0.49, -0.20, 0.30, -0.44, 1.39, -1.08, 0.05, -0.04, -0.72, -0.03, -0.63, -1.61, -0.91, -1.62, 0.58, -1.13, 1.51, 0.12, 0.47, 0.49, 0.23, 0.33, 0.26, 0.24, 0.29, 0.30, 0.31, -0.06, 0.43, 0.32, 0.32, 0.35, 0.31, 0.25, 0.38, 0.53, 0.18, -0.19, 0.54, 0.42, -0.85],
  "gap_ev": 8.25,
  "smiles": "Cc1[nH]c2c(F)cc(Br)cc2c1CCN.CNC(=O)[C@H](CS)NC(C)=O",
  "charge": 0
}



{
  "formula": "C16H20ClF3N2O4S2",
  "method": "wB97M-V/def2-TZVPD",
  "species": ["C", "C", "C", "C", "C", "C", "C", "O", "C", "C", "C", "C", "C", "Cl", "N", "N", "C", "C", "C", "S", "H", "H", "H", "H", "H", "H", "H", "H", "H", "H", "H", "H", "H", "H", "H", "H", "H", "H", "H", "H", "C", "F", "F", "F", "S", "O", "O", "O"],
  "coordinates": [[-3.20278, -3.62201, 1.26588], [-2.28119, -3.07560, 0.70075], [-0.89371, -2.63018, 0.20933], [-0.55987, -1.15100, 0.53180], [-0.71896, -0.18745, -0.57926], [-1.21261, -0.58167, -1.98052], [-1.82112, 0.67476, -2.71410], [-1.21317, 1.29193, -3.55401], [-0.36002, 1.19779, -0.30841], [0.12074, 1.47490, 1.05716], [0.56760, 2.93408, 1.39663], [2.04081, 3.10349, 0.86935], [2.66438, 4.52362, 1.19924], [3.09924, 1.81759, 1.60461], [0.23953, 0.56267, 2.02296], [-0.09844, -0.66347, 1.71033], [0.09551, -1.66025, 2.81210], [-1.19798, -1.89321, 3.68305], [-2.13056, -0.63350, 3.84085], [-3.64167, -0.62241, 2.78421], [-4.09450, -3.81140, 1.88048], [-0.09275, -3.30864, 0.60121], [-0.91094, -2.82546, -0.89287], [-0.31486, -0.93103, -2.55632], [-1.99361, -1.38055, -1.96465], [-2.84528, 1.08034, -2.44317], [-0.41506, 1.97650, -1.09114], [-0.12423, 3.69688, 0.97756], [0.59495, 2.98183, 2.51463], [2.01444, 2.95771, -0.23733], [3.11359, 4.98265, 0.28559], [1.83734, 5.16360, 1.58204], [3.45639, 4.34224, 1.96608], [0.86234, -1.22999, 3.50482], [0.52265, -2.61433, 2.44150], [-1.74978, -2.80945, 3.35665], [-0.83299, -2.14105, 4.71689], [-1.60779, 0.34168, 3.73175], [-2.52234, -0.65959, 4.89018], [-3.26289, -0.51291, 1.47661], [2.15238, -0.20571, -5.79165], [0.96422, -0.48998, -6.36554], [3.05919, -0.18598, -6.78541], [2.05980, 1.06199, -5.33510], [2.59628, -1.40716, -4.45563], [2.64699, -2.69314, -5.11544], [1.51375, -1.28680, -3.48520], [3.87698, -0.95232, -3.95850]],
  "forces_ev_per_angstrom": [[-0.281, 1.006, 0.124], [1.430, -0.478, 0.542], [-0.850, -0.682, 0.300], [-0.268, 1.971, -2.347], [0.379, 1.680, 1.098], [-0.254, 0.489, 0.045], [0.465, 0.356, -0.329], [-0.282, -0.628, 0.682], [0.172, -3.007, 1.953], [-0.612, 1.230, -1.707], [0.732, -1.622, 0.759], [-0.295, 0.982, -0.442], [-0.350, -0.926, -0.069], [-0.411, 0.360, -0.475], [-0.412, 1.101, -1.351], [-0.347, -3.074, -0.652], [0.186, 0.205, 1.703], [0.200, -0.065, 0.437], [0.353, -0.362, -0.066], [-0.349, 0.203, 0.257], [0.919, -0.137, -0.883], [-0.847, 0.534, -0.155], [0.399, 0.686, 0.899], [-0.487, 0.214, 0.105], [0.605, 0.583, 0.165], [0.567, -0.826, 0.215], [0.081, -0.527, 0.670], [0.538, -0.574, 0.161], [-0.134, 0.260, -0.889], [0.296, -0.176, 0.882], [-0.361, -0.398, 0.811], [0.820, -0.209, -0.154], [-0.751, 0.597, -0.576], [-0.596, -0.079, -0.945], [-0.454, 0.768, -0.066], [0.268, 1.068, 0.058], [-0.115, 0.208, -0.962], [-0.126, -0.822, 0.090], [-0.002, 0.103, -1.072], [0.494, -0.041, 0.797], [-0.217, 0.530, -0.593], [0.178, -0.149, 0.304], [-0.043, -0.213, 0.378], [0.060, -0.319, 0.185], [0.913, -1.115, 0.633], [-0.360, 0.423, -0.281], [-0.509, 0.405, 0.004], [-0.345, 0.470, -0.243]],
  "mulliken_charge": [-0.01, -0.51, -1.13, 0.70, 0.57, -0.32, -0.36, -0.40, -0.68, 0.18, -1.19, 0.23, -1.07, -0.20, -0.87, 1.01, -0.93, -0.36, -0.66, -0.19, 0.38, 0.56, 0.46, 0.31, 0.41, 0.38, 0.49, 0.44, 0.36, 0.37, 0.30, 0.32, 0.32, 0.44, 0.34, 0.20, 0.41, 0.30, 0.38, 0.10, 0.61, -0.24, -0.24, -0.24, 1.03, -0.67, -0.69, -0.67],
  "gap_ev": 5.66,
  "charge": 0
}



The following max |F| values (in hartree/bohr) correspond, in order, to the records above: 0.0410; 0.0698.